No. 1
C11H25KNO2 | ωB97M-V with the def2-TZVPD basis set

```
40
Properties=species:S:1:pos:R:3:lowdin_spin:R:1
C -2.4204 -0.2789 -1.2114 0.0000
H 2.2116 -2.8294 2.6746 0.0000
H -1.6868 -1.3294 -3.0009 -0.0004
H 0.5226 1.0069 1.5544 0.0006
H 2.1231 -0.1593 3.4600 0.0000
H 0.2492 -1.5794 4.4303 0.0000
C 0.8393 -2.4554 4.1612 0.0000
O 1.4946 1.5919 -1.2280 0.0759
H 0.1058 3.4883 0.2589 -0.0001
H 1.4464 -1.8329 -1.9518 0.0035
H -3.4465 -0.3932 -1.5610 0.0003
C -2.3016 1.1564 -0.6953 0.0025
N 0.1226 1.1462 -1.3283 0.6751
O 2.0625 -0.9132 2.8688 0.0001
C 2.0967 -2.1505 3.5196 0.0000
C 0.6733 -0.0543 -3.4419 0.0159
C 0.6419 -1.3695 -1.3806 0.0391
H 0.1792 -3.0813 3.5606 0.0000
H 1.2350 -0.9722 -0.5569 -0.0004
H -2.8011 1.9311 -1.2769 0.0001
C 0.0261 -0.1547 -2.0651 0.0485
H 1.7572 -0.0263 -3.3302 -0.0002
H -2.1264 -1.0384 -0.4869 0.0001
H 2.9624 -2.3754 4.1426 0.0000
H 1.1511 -2.9831 5.0625 0.0000
C -1.4699 -0.4008 -2.4730 0.0021
H -1.6291 3.3814 0.6300 0.0013
H 1.5283 2.0836 -2.0518 0.0103
H -0.9205 -0.0784 1.1632 0.0008
H -0.9477 3.6349 -1.0714 -0.0002
H 0.1303 -2.1815 -0.8639 0.0031
C -0.8608 3.1394 -0.1044 0.0162
H -2.9056 1.1668 0.2120 -0.0005
H 0.4941 -0.9538 -4.0309 0.0012
H -1.7460 0.3237 -3.2391 0.0003
H -1.1341 1.3822 1.8204 0.0060
K 3.2351 0.8351 0.9714 0.0011
C -0.8309 1.5751 -0.2370 0.0469
C -0.4643 0.9096 1.1019 0.0511
H 0.4033 0.8384 -4.0060 -0.0002
```

For the total energy, the calculation gives -1238.61353 Ha. The orbital gap (alpha / beta) comes out at 10.276 / 6.586 eV. For the HOMO energy (alpha / beta), the calculation gives -16.75 / -16.75 eV. The total charge is +2. Its LUMO energy (alpha / beta) is -0.2380 / -0.3736 Eh. As for the spin multiplicity: 2.

No. 2
H10O5 | ωB97M-V with the def2-TZVPD basis set

```
15
Properties=species:S:1:pos:R:3:lowdin_charge:R:1
H 1.2428 -0.4822 1.0450 -0.0742
O -2.1270 -0.7485 1.0130 0.0087
H 1.4608 0.9263 -0.6236 -0.0074
H 1.9059 1.3876 -2.2214 0.1046
H -1.9625 -0.8334 0.0861 0.0470
H -0.2400 -0.5949 3.1899 0.0080
H -0.5805 0.6035 -1.9825 0.0089
H -0.7399 -0.9274 1.7341 0.0262
H 2.8028 -0.3389 0.4904 0.1201
O 0.0550 -0.6708 2.3249 -0.0710
O -1.4978 0.3039 -2.2313 -0.1266
H -1.1568 -0.0292 -3.1509 0.0901
H -2.2864 0.1221 1.3227 0.0609
O 1.3181 1.6051 -1.3695 -0.1719
O 1.8055 -0.3233 0.3732 -0.0232
```

For the total energy, the calculation gives -382.16365 Ha. The orbital gap comes out at 11.476 eV. For the HOMO energy, the calculation gives -10.85 eV. Its SMILES is O.O.O.O.O. Its LUMO energy is 0.0230 Eh. The energy relative to the best compared isomer or geometry (same formula, charge and spin) comes out at 158.91 kJ/mol.

No. 3
C3H6N2O | ωB97M-V with the def2-TZVPD basis set

```
12
Properties=species:S:1:pos:R:3:lowdin_charge:R:1
H 1.5018 -0.2160 1.6051 0.1022
H 0.6542 -0.1312 -1.2833 0.1088
N -0.6813 1.4121 1.3483 0.1402
C 0.7235 0.1934 -0.2289 -0.1686
H -0.9633 -1.7855 -0.4546 0.0850
N 1.7210 -0.1373 0.6200 0.0991
C -0.5271 0.7318 0.2861 -0.4969
C -0.8663 -0.8900 -1.0576 -0.0667
H -1.1077 -1.0363 -2.1215 0.0947
H 2.6958 -0.0499 0.3792 0.0992
O -1.4864 0.2631 -0.5702 -0.0498
H -1.6641 1.6457 1.4774 0.0528
```

For the total energy, the calculation gives -302.54029 Ha. The orbital gap comes out at 8.648 eV. For the HOMO energy, the calculation gives -7.77 eV. Its LUMO energy is 0.0323 Eh. The energy relative to the best compared isomer or geometry (same formula, charge and spin) comes out at 401.21 kJ/mol.

No. 4
CHBrINO2 | ωB97M-V with the def2-TZVPD basis set

```
7
Properties=species:S:1:pos:R:3:lowdin_charge:R:1
N 0.9101 0.0227 0.2399 -0.5949
H -0.9301 0.7860 0.7269 0.0260
O 1.4266 -1.0050 -0.0908 0.0404
C -0.5566 0.0109 0.0819 -1.0030
O 1.3582 1.0987 0.5230 0.0518
Br -1.4812 -1.7994 0.3622 0.5827
I -0.7270 0.8861 -1.8432 0.8970
```

For the total energy, the calculation gives -3115.51644 Ha. The orbital gap comes out at 9.421 eV. For the HOMO energy, the calculation gives -10.34 eV. Its LUMO energy is -0.0337 Eh. The energy relative to the best compared isomer or geometry (same formula, charge and spin) comes out at 18.57 kJ/mol.

No. 5
C27H73BN6O7P5S2 | ωB97M-V with the def2-TZVPD basis set

```
121
Properties=species:S:1:pos:R:3:lowdin_charge:R:1
H -2.1204 -5.8116 7.4853 0.0823
H -2.6135 -0.5500 3.8601 0.0492
H -2.0667 5.3013 -2.0098 0.0819
N -2.0043 6.1682 -6.0071 -0.3034
H -2.1182 0.8356 0.2866 0.0475
H 8.7924 -2.8874 1.3935 0.0696
H -2.4361 2.9015 -3.3719 0.0697
H 4.4957 1.4071 0.4466 0.0891
H 6.7381 1.9123 0.3688 0.1037
H -3.4406 0.5863 2.7961 0.0680
H -2.1263 3.1133 -5.0548 0.0672
H -3.2772 4.2114 -4.2184 0.0852
H 1.6423 3.3190 -5.9316 0.0828
H -7.0702 -5.7458 7.8489 0.0782
S -2.0637 -1.1090 1.6349 0.7843
H -7.5589 -6.0689 5.7076 0.0768
H -3.7303 -5.3352 2.8067 0.0853
H -1.3896 1.4067 4.2666 0.0587
H 7.6502 -1.4295 -2.2848 0.1102
C -3.1244 -5.7185 7.0638 -0.1404
H 5.4135 -0.2561 -0.5292 0.0904
O -1.6144 0.2882 -3.3349 -0.2640
H -1.3118 7.6231 -7.4028 0.0654
C 0.1108 1.2546 -0.7871 -0.2245
H 7.6673 1.1980 -1.7037 0.0964
H 1.7590 6.1604 -6.2213 0.0820
H 0.4610 3.0426 -4.6883 0.0692
N -5.8071 -5.0391 6.2885 -0.2761
H -2.8590 -1.8440 -2.3473 0.0581
H 1.2729 2.6750 -1.8867 0.0834
H 6.2093 -3.1821 1.3632 0.1023
H -3.9265 -6.1610 4.3137 0.0622
C 1.0245 3.8251 -5.1863 -0.1153
C -2.0251 7.5132 -6.5723 -0.1517
H -6.5054 -5.6823 4.3796 0.0713
H 5.5043 -0.4997 -2.2963 0.1161
C -1.3222 1.0385 3.2369 -0.1667
O 1.0740 -4.1957 -1.3115 -0.2223
H -3.7153 -2.5906 3.1938 0.0240
P -4.7495 -3.6711 5.9551 0.7066
H 3.2634 3.3184 -1.4351 0.0979
N -3.4466 -4.3160 6.8889 -0.3013
H -1.3726 1.8384 2.4948 0.0571
H -0.3796 0.4939 3.1535 0.0556
H -3.2891 -2.5273 8.0038 0.0676
C -3.6708 -5.1863 3.8862 -0.1273
O 1.0729 -4.3162 1.2377 -0.2160
H 0.4229 6.2819 -7.3724 0.0571
H 1.5197 4.9212 -7.4677 0.0798
H 1.3315 -3.6513 1.8937 0.0350
C 6.0620 -0.2002 -1.4034 -0.1877
H 7.9103 -2.0952 2.7041 0.0649
C -1.1709 4.7839 -2.3748 -0.1341
C 7.2545 -1.1666 -1.2987 -0.2151
H 4.2078 2.1466 -2.3253 0.0963
H 3.0387 0.2921 -1.6211 0.0947
O -1.9707 -2.1814 -2.5415 -0.2628
H -3.7956 -3.9291 8.9565 0.0648
H -5.4297 -2.3635 3.5671 0.0721
H -3.8154 -6.2385 7.7440 0.0748
H 1.1064 1.1749 -2.7799 0.0644
C 6.2064 2.2428 -0.5390 -0.2144
C 6.8684 -2.4937 -0.6060 -0.2195
C -3.1519 -3.6008 8.1265 -0.1486
H -1.7773 8.2608 -5.8200 0.0666
H 6.0822 -1.4349 1.0688 0.0934
H -7.4823 -4.4009 5.1115 0.0856
H 5.9183 -2.8780 -0.9966 0.1105
H 2.0733 -1.3085 -0.1447 -0.0946
H -2.6347 -4.9287 4.1328 0.0917
H 8.0666 -0.7317 -0.7056 0.0919
H -2.3749 -0.0836 -3.8073 0.0558
H -0.7477 1.8634 -1.1091 0.0659
C 6.5736 1.2459 -1.6521 -0.2108
C 2.6513 1.2201 -1.1875 -0.2165
C -4.6722 -3.1029 3.3060 -0.1385
H -3.0221 7.7587 -6.9467 0.0768
C 8.0681 -2.1008 1.6187 -0.1186
P 0.3382 -3.5558 -0.0175 0.2294
H 1.6844 4.2996 -4.4558 0.0863
H 4.5546 3.1444 0.4981 0.1051
H 7.6206 -3.2680 -0.8033 0.1011
H 0.3602 -4.5567 -1.8621 0.0652
N -1.2142 4.5499 -3.8151 -0.3311
H -5.7417 -4.7508 8.4032 0.0578
H 8.4640 -1.1118 1.3741 0.0586
C -2.4956 0.0605 2.9589 -0.5369
N 0.1356 4.8042 -5.8563 -0.2701
H 0.3840 1.6093 0.2157 0.0983
C -2.3234 3.6725 -4.1364 -0.1325
C 1.0084 5.5840 -6.7698 -0.1392
H -4.9574 -3.5092 2.3327 0.0843
C 6.7138 -2.3175 0.9240 -0.2566
B -0.4436 -0.2856 -0.7779 -1.0101
H -7.1277 -3.9879 7.6153 0.0819
O -1.0860 -3.9342 -0.0041 -0.3592
O -1.1708 6.9821 -3.8501 -0.3100
H -1.0800 3.8333 -1.8452 0.0596
P 0.7278 -1.4568 0.2980 0.8037
H 2.4772 1.0307 -0.1225 0.0830
S 0.6599 -1.6259 -3.5793 0.2227
C 4.7049 2.2874 -0.1682 -0.2051
C 1.2574 1.5766 -1.7757 -0.2295
H 6.2114 1.6544 -2.5997 0.0933
C -6.4751 -4.8661 7.6029 -0.1404
P -0.7819 5.8847 -4.8170 0.7060
C -1.9362 -0.2191 0.0420 -0.4762
P -0.8488 -0.9724 -2.5393 0.2630
H -3.4011 5.5866 -7.4440 0.0804
H 6.5987 3.2469 -0.7395 0.1010
H -2.7367 -0.5112 -0.6477 0.0229
H -2.1116 -3.7553 8.4222 0.0788
H -0.2996 5.3779 -2.1027 0.0722
N -4.6151 -4.1666 4.3098 -0.3413
H -1.7511 5.0886 -7.8327 0.0763
C 3.7200 2.3252 -1.3622 -0.1867
C -2.4655 5.2261 -7.0081 -0.1410
O -4.2077 -2.2697 5.7759 -0.3016
H -3.0995 -6.2664 6.1271 0.0498
H -2.6932 4.2484 -6.5953 0.0501
C -6.8908 -5.2966 5.3177 -0.1302
```

For the total energy, the calculation gives -4455.93391 Ha. The orbital gap comes out at 6.310 eV. For the HOMO energy, the calculation gives -4.55 eV. The total charge is -1. Its LUMO energy is 0.0645 Eh.

No. 6
C4H16N4 | ωB97M-V with the def2-TZVPD basis set

```
24
Properties=species:S:1:pos:R:3:lowdin_charge:R:1
H 1.5254 -1.0283 1.4386 0.0572
H -2.7276 0.6599 0.8540 0.0743
C -1.9756 0.9537 0.1015 -0.1346
H -1.4723 -1.3948 -1.0904 0.0824
H -1.8203 -1.6572 0.6308 0.0750
H -0.4464 -1.2406 2.6670 0.0718
H 2.9738 -0.0078 -2.6564 0.0677
H 1.7445 1.7408 -1.5722 0.0776
H 0.0285 1.4553 1.6345 0.1296
H -0.1625 -1.8392 0.0095 0.0719
H -2.4472 0.8748 -0.8828 0.0813
H 1.7335 0.2335 0.2967 0.0818
H -1.7154 1.9996 0.2718 0.0778
N 1.4170 -0.0221 1.3543 0.0281
H -1.4882 0.0393 2.7851 0.0690
C -1.0790 -1.2524 -0.0794 -0.1381
N -0.7791 0.1449 0.1487 -0.2739
N -0.5185 -0.2305 2.6822 0.0711
H 0.5501 0.6738 -1.0523 0.0565
C 1.9205 -0.1260 -2.3998 -0.1744
H 1.7567 -1.1512 -2.0666 0.0648
N 1.5730 0.7758 -1.3076 -0.0993
C 0.0863 0.3661 1.5396 -0.4837
H 1.3229 0.0327 -3.3067 0.0660
```

For the total energy, the calculation gives -380.97911 Ha. The orbital gap comes out at 9.286 eV. For the HOMO energy, the calculation gives -8.40 eV. Its SMILES is CN(C)C(N)N.CN. Its LUMO energy is 0.0327 Eh. The energy relative to the best compared isomer or geometry (same formula, charge and spin) comes out at 96.46 kJ/mol.